Entry P
Molecular formula: C4H10OS2
Method: DFT, ωB97M-V/def2-TZVPD

Positions of all 17 atoms, in Å:
C -1.218 -0.373 1.518
C -1.169 -0.107 -1.000
C 0.943 -0.206 0.314
C -0.475 -0.735 0.218
O -0.480 -2.127 0.054
S 1.065 1.531 0.411
S 2.248 -1.175 0.391
H -1.287 0.704 1.646
H -0.703 -0.806 2.372
H -2.216 -0.796 1.469
H -1.437 0.928 -0.811
H -2.066 -0.681 -1.213
H -0.516 -0.160 -1.868
H 2.557 1.118 -1.911
H 3.073 0.597 -2.181
H 2.396 1.580 0.452
H 0.405 -2.467 0.273

The LUMO energy is -0.3 eV.

=====

Entry Q
Molecular formula: C4H10OS2
Method: DFT, ωB97M-V/def2-TZVPD

Positions of all 17 atoms, in Å:
C 0.321 -1.436 0.410
C 0.000 0.000 0.000
S 1.020 1.217 0.850
C 2.517 0.650 -0.030
S 3.045 -1.001 0.400
C 1.646 -2.013 -0.111
H 0.361 -1.400 1.515
H -0.545 -2.065 0.125
H -1.047 0.283 0.223
H 0.147 0.089 -1.094
H 2.203 0.535 -1.085
H 3.365 1.361 -0.006
H 1.623 -2.027 -1.217
H 1.795 -3.054 0.236
O -0.499 -0.572 3.660
H 0.420 -0.533 3.310
H -0.609 0.265 4.164

The LUMO energy is 0.7 eV.

=====

Entry R
Molecular formula: C4H10OS2
Method: DFT, ωB97M-V/def2-TZVPD

Positions of all 17 atoms, in Å:
C 1.222 0.990 -0.229
C 0.000 0.000 0.000
S -1.073 0.808 1.118
C -1.482 2.162 0.020
S -0.210 3.375 -0.418
C 0.789 2.086 -1.195
H 1.589 1.351 0.751
H 2.035 0.406 -0.700
H 0.408 -0.957 0.377
H -0.538 -0.212 -0.944
H -1.903 1.723 -0.905
H -2.292 2.722 0.525
H 0.249 1.770 -2.108
H 1.639 2.722 -1.510
O 2.051 3.751 -4.847
H 2.688 4.018 -5.548
H 2.486 2.995 -4.392

The LUMO energy is 0.6 eV.

=====

Relative stability in kcal/mol, measured from the most stable structure: entry P 21.6; entry Q 0.0; entry R 5.7

=====

Entry P
Molecular formula: C4H3I
Method: DFT, ωB97M-V/def2-TZVPD

Positions of all 8 atoms, in Å:
C -0.073 0.616 0.237
C -1.014 -0.384 0.105
C 1.087 0.958 -0.203
C -0.438 -1.531 0.008
I -3.011 0.206 -0.014
H 1.377 1.911 0.052
H 1.737 0.288 -0.682
H 0.335 -2.064 0.497

The LUMO energy (spin up / spin down) is -0.6 / -0.5 eV.

=====

Entry Q
Molecular formula: C4H3I
Method: DFT, ωB97M-V/def2-TZVPD

Positions of all 8 atoms, in Å:
C -1.300 -0.505 -0.280
C -0.105 -1.153 0.038
C -0.345 0.599 -0.208
C 0.485 -0.057 0.761
I 3.175 0.376 -0.206
H -2.077 -0.726 -1.039
H -0.368 1.342 -0.941
H 0.536 0.124 1.876

The LUMO energy (spin up / spin down) is -1.9 / -2.1 eV.

=====

Relative stability in kcal/mol, measured from the most stable structure: entry P 0.0; entry Q 12.5

=====

Entry P
Molecular formula: C3H9NS
Method: DFT, ωB97M-V/def2-TZVPD

Positions of all 14 atoms, in Å:
C 4.792 -0.368 3.809
N 4.046 0.033 4.757
H 4.762 0.183 2.850
H 5.205 -1.410 3.760
H 4.089 -0.673 5.486
C -1.917 -0.636 -1.613
S -2.166 1.100 -1.366
C -3.092 1.218 -2.945
H -2.942 -1.136 -1.801
H -1.404 -0.905 -2.542
H -1.391 -1.091 -0.751
H -2.647 0.637 -3.749
H -3.249 2.271 -3.147
H -4.086 0.777 -2.749

The LUMO energy is 1.0 eV.

=====

Entry Q
Molecular formula: C3H9NS
Method: DFT, ωB97M-V/def2-TZVPD

Positions of all 14 atoms, in Å:
C 1.002 -2.484 0.402
C 1.264 -1.213 0.648
N 1.618 -0.228 -0.322
H 0.801 -3.201 1.180
H 0.978 -2.842 -0.626
H 1.125 -0.841 1.653
H 1.869 -0.681 -1.192
H 2.389 0.332 0.021
C -1.642 1.462 0.859
S -1.073 1.084 -0.832
H -0.882 1.916 1.494
H -2.490 2.149 0.821
H -1.994 0.541 1.330
H 0.202 0.483 -0.368

The LUMO energy is 0.8 eV.

=====

Relative stability in kcal/mol, measured from the most stable structure: entry P 2.8; entry Q 0.0

=====

Entry P
Molecular formula: C3H9NS
Method: DFT, ωB97M-V/def2-TZVPD

Positions of all 14 atoms, in Å:
C 0.921 -1.927 2.428
N 1.176 -0.931 1.608
H 1.693 -2.675 2.660
H 0.020 -1.863 3.044
H 2.093 -1.136 1.203
C -0.061 0.463 -1.782
C -0.553 1.612 -0.861
S -2.141 1.143 -0.001
H -0.507 -0.466 -1.343
H -0.312 0.511 -2.897
H 1.089 0.348 -1.734
H 0.084 1.817 -0.002
H -0.630 2.603 -1.321
H -2.873 0.502 -1.001

The LUMO energy is 1.0 eV.

=====

Entry Q
Molecular formula: C3H9NS
Method: DFT, ωB97M-V/def2-TZVPD

Positions of all 14 atoms, in Å:
C 2.737 0.857 -0.526
N 2.677 1.218 -1.738
H 3.553 0.187 -0.277
H 1.950 1.132 0.189
H 1.790 1.679 -1.941
C -2.704 -0.456 0.318
S -1.017 0.119 0.580
C -0.167 -1.488 0.617
H -2.717 -1.088 -0.576
H -3.147 -1.013 1.170
H -3.364 0.398 0.151
H 0.551 -1.520 -0.204
H -0.911 -2.269 0.524
H 0.456 -1.647 1.517

The LUMO energy is 1.0 eV.

=====

Relative stability in kcal/mol, measured from the most stable structure: entry P 7.8; entry Q 0.0

=====

Entry P
Molecular formula: C3H9NS
Method: DFT, ωB97M-V/def2-TZVPD

Positions of all 14 atoms, in Å:
C -0.128 1.634 -0.412
C 0.606 0.531 0.441
C -0.371 -0.543 0.780
H -0.734 1.120 -1.220
H -0.939 2.158 0.134
H 0.570 2.296 -0.553
H 0.950 1.162 1.240
H 1.535 -1.510 -1.007
H -0.095 -1.069 1.585
H -1.462 -0.210 1.045
H -1.606 -1.584 -1.045
H 0.103 -2.276 -0.675
N -0.519 -1.419 -0.309
S 2.090 -0.292 -0.003

The LUMO energy is 0.4 eV.

=====

Entry Q
Molecular formula: C3H9NS
Method: DFT, ωB97M-V/def2-TZVPD

Positions of all 14 atoms, in Å:
C -2.375 -0.107 -0.820
C 0.325 -0.903 -0.120
C 1.793 -0.106 0.075
H -2.083 -0.117 -1.950
H -2.848 -1.034 -0.345
H -3.176 0.528 -1.215
H 0.205 -1.728 0.795
H 0.245 -1.274 -1.158
H 2.590 -0.762 -0.536
H 1.580 0.623 -0.840
H 2.986 -0.645 1.874
H 1.137 0.666 2.067
N 2.409 0.421 1.285
S -0.997 0.468 -0.156

The LUMO energy is 0.5 eV.

=====

Relative stability in kcal/mol, measured from the most stable structure: entry P 0.0; entry Q 47.0

=====

Entry P
Molecular formula: C3H9NS
Method: DFT, ωB97M-V/def2-TZVPD

Positions of all 14 atoms, in Å:
S -1.956 1.415 -0.395
H -2.288 0.378 -1.203
C 1.615 -2.395 -0.609
C 0.717 -1.253 -0.171
C 1.244 -0.298 0.643
N 0.553 0.934 0.999
H 2.556 -2.461 -0.028
H 1.054 -3.336 -0.636
H 1.920 -2.257 -1.655
H -0.272 -1.048 -0.617
H 2.183 -0.453 1.150
H -0.661 0.978 0.399
H 0.437 0.996 2.029
H 1.045 1.716 0.705

The LUMO energy is 0.6 eV.

=====

Entry Q
Molecular formula: C3H9NS
Method: DFT, ωB97M-V/def2-TZVPD

Positions of all 14 atoms, in Å:
C -0.914 0.159 -1.662
C -1.291 1.107 -0.781
N -2.570 1.754 -0.937
H 0.151 -0.127 -1.834
H -1.733 -0.370 -2.131
H -0.734 1.560 0.162
H -2.710 2.428 -1.718
H -3.395 1.224 -1.156
C 2.466 -1.627 1.894
S 2.178 -0.701 0.383
H 1.918 -2.478 1.872
H 2.007 -1.077 2.819
H 3.488 -1.898 2.284
H 1.139 0.045 0.804

The LUMO energy is 1.0 eV.

=====

Relative stability in kcal/mol, measured from the most stable structure: entry P 0.0; entry Q 21.9